The following is a DFT calculation (wB97M-V/def2-TZVPD) of 11 unconnected molecules or ions with the total composition C54H66O12 at a distorted geometry.

Structure (XYZ):
```
132
Properties=species:S:1:pos:R:3:lowdin_charge:R:1
O -5.818 -19.132 4.723 -0.03
O -0.901 -19.754 -1.968 0.01
O -4.601 -14.468 8.597 0.14
O -6.905 -18.873 6.765 0.07
O 0.892 -22.195 6.717 0.10
O 2.763 -20.979 7.042 -0.02
O -2.927 -14.394 7.125 -0.02
O -2.857 -20.725 -2.723 0.10
O -4.969 -15.108 6.552 0.03
O -7.999 -18.666 4.740 -0.02
O 1.554 -21.678 8.745 0.01
O -0.763 -21.170 -3.620 -0.02
C -9.121 -18.042 5.273 -0.07
C -0.842 -11.076 2.687 -0.09
C -2.047 -13.794 8.089 -0.04
C -0.719 -18.430 9.967 -0.11
C -1.106 -17.050 4.863 -0.11
C -3.893 -23.369 4.007 -0.07
C -4.666 -23.647 2.813 -0.06
C 2.544 -15.188 6.239 -0.11
C -1.655 -17.757 3.822 -0.11
C 2.389 -20.982 9.723 -0.01
C -5.360 -16.969 1.555 -0.06
C -0.251 -19.140 11.063 -0.08
C -2.059 -22.877 2.565 -0.12
C 2.582 -17.346 7.284 -0.08
C -4.174 -14.698 7.508 -0.64
C -1.541 -19.152 3.627 -0.06
C -0.465 -19.108 5.831 -0.06
C -5.780 -15.679 1.847 -0.12
C -1.194 -11.725 3.870 -0.10
C 1.962 -17.744 2.760 -0.09
C -2.607 -19.859 9.719 -0.10
C 1.753 -21.707 7.441 -0.64
C -1.637 -20.526 -2.783 -0.53
C -4.950 -14.596 1.741 -0.08
C -0.924 -19.795 4.696 -0.07
C -1.954 -18.688 9.388 -0.07
C 1.254 -16.903 1.897 -0.08
C -0.532 -17.741 5.865 -0.11
C -2.766 -23.209 1.416 -0.09
C -2.124 -20.719 10.634 -0.09
C -0.959 -20.336 11.265 -0.10
C -6.885 -18.803 5.501 -0.49
C -3.599 -14.787 1.230 -0.05
C -0.049 -11.761 1.742 -0.07
C 1.677 -16.831 0.571 -0.11
C 2.776 -16.555 6.102 -0.06
C 3.138 -21.051 5.640 -0.01
C 0.470 -13.054 2.056 -0.09
C -4.052 -23.616 1.570 -0.12
C -1.365 -21.885 -4.706 -0.05
C -0.776 -13.044 4.179 -0.05
C 3.431 -18.479 1.006 -0.07
C -3.274 -16.044 0.788 -0.14
C 2.185 -16.739 8.454 -0.12
C -1.562 -18.817 -1.152 -0.06
C -4.128 -17.080 0.921 -0.11
C 2.991 -18.589 2.341 -0.08
C 0.115 -13.675 3.230 -0.10
C 1.896 -15.398 8.497 -0.10
C 2.760 -17.569 0.161 -0.10
C -4.611 -19.665 5.188 -0.03
C -2.569 -23.108 3.794 -0.13
C 2.078 -14.611 7.378 -0.10
C -4.511 -15.528 5.238 0.01
H -4.979 -16.465 4.937 0.08
H -10.076 -18.154 4.758 0.10
H -1.196 -13.405 5.107 0.07
H 2.706 -14.596 5.350 0.10
H -4.528 -20.712 4.894 0.09
H -2.459 -12.953 8.648 0.10
H 0.469 -14.663 3.486 0.06
H 3.474 -22.020 5.269 0.10
H -1.816 -11.199 4.580 0.09
H -1.093 -13.436 7.702 0.07
H 3.558 -19.229 3.001 0.08
H -3.443 -15.743 5.198 0.07
H -9.278 -18.355 6.305 0.09
H -6.784 -15.484 2.192 0.11
H 0.133 -19.625 6.567 0.09
H -0.545 -21.040 11.971 0.10
H 2.163 -21.366 10.718 0.09
H 3.455 -21.091 9.522 0.09
H -0.581 -22.209 -5.390 0.09
H -1.280 -10.120 2.442 0.10
H 1.204 -16.189 -0.157 0.10
H -2.279 -22.905 0.502 0.10
H -1.223 -15.977 4.893 0.09
H -4.719 -23.537 0.724 0.10
H -1.898 -22.751 -4.314 0.10
H -6.089 -17.757 1.673 0.11
H -2.561 -21.677 10.872 0.11
H -2.127 -17.216 3.015 0.08
H -2.576 -18.558 -1.458 0.09
H 2.206 -20.806 5.132 0.08
H 2.869 -18.386 7.244 0.09
H -2.329 -16.077 0.266 0.10
H -2.041 -21.272 -5.303 0.10
H 3.896 -20.324 5.349 0.09
H -5.309 -13.585 1.862 0.10
H -8.830 -16.994 5.338 0.10
H 4.344 -18.970 0.704 0.10
H 3.373 -16.987 5.312 0.09
H 1.590 -17.775 3.773 0.08
H -1.059 -22.474 2.493 0.10
H 1.440 -14.985 9.385 0.10
H -0.966 -17.904 -1.164 0.09
H -1.668 -19.132 -0.114 0.09
H -3.773 -17.980 0.441 0.09
H -0.110 -17.254 6.732 0.10
H -1.672 -14.502 8.829 0.09
H 0.184 -11.324 0.782 0.09
H -3.876 -19.038 4.683 0.07
H -4.363 -23.377 4.979 0.10
H -0.189 -17.527 9.700 0.08
H -4.418 -19.523 6.251 0.10
H -3.547 -20.104 9.247 0.11
H -2.894 -13.973 1.153 0.09
H 0.338 -16.426 2.213 0.08
H -5.724 -23.861 2.849 0.09
H 2.972 -17.493 -0.895 0.10
H -1.848 -22.884 4.566 0.10
H -1.907 -19.706 2.774 0.10
H 0.637 -18.904 11.631 0.10
H 1.075 -13.608 1.353 0.09
H -0.733 -20.856 4.756 0.08
H -2.374 -17.891 8.792 0.10
H 2.136 -19.922 9.734 0.07
H 2.062 -17.366 9.325 0.09
H 1.839 -13.558 7.407 0.11
H -4.816 -14.690 4.610 0.09
```

Properties
LUMO energy, eV: 0.51
SMILES: COC(=O)OC.COC(=O)OC.COC(=O)OC.COC(=O)OC.c1ccccc1.c1ccccc1.c1ccccc1.c1ccccc1.c1ccccc1.c1ccccc1.c1ccccc1
Relative energy (zero: lowest compared OMol25 entry of this formula, charge and spin), kJ/mol: 0.0
Kohn-Sham gap, hartree: 0.3520
Calculated total energy, a.u.: -3000.01411